No. 1
Entry from OMol25: CH9O4 as an isolated structure in a non-equilibrium geometry (ωB97M-V/def2-TZVPD).

Each line ends with the Mulliken charge.
CARTESIAN COORDINATES (ANGSTROEM)
O (0.3256, -0.2655, -1.1400)  -0.843
O (0.0658, 1.7333, 0.1863)  -0.973
O (-0.2826, 0.8726, 2.6524)  -0.741
O (-1.9756, -0.6859, -0.0033)  -0.691
C (1.4935, -1.0335, -1.0868)  -0.612
H (1.7627, -1.1584, -0.0233)  0.238
H (0.1072, 1.2971, 1.8277)  0.474
H (-1.0083, 0.3875, 2.2406)  0.286
H (-2.4952, -0.3715, -0.7469)  0.296
H (-0.8842, 1.5750, 0.1558)  0.263
H (1.3124, -2.0624, -1.4213)  0.215
H (0.3609, 0.7978, -0.5045)  0.464
H (-1.0867, -0.5423, -0.5028)  0.422
H (2.3045, -0.5438, -1.6339)  0.203

Atomic forces in eV per Å
0.210 -0.077 -0.819
0.358 -0.176 -0.613
0.163 0.178 -0.246
0.639 0.446 -1.030
-1.068 0.289 1.136
0.534 0.082 -0.111
-0.309 -0.247 0.351
0.037 -0.123 0.111
-0.857 -0.028 0.137
-0.061 0.237 0.116
0.138 0.056 -0.482
-0.208 0.354 0.486
0.186 -0.715 1.050
0.238 -0.276 -0.086

Results
HOMO (hartree): -0.170
Net charge: -1
F_max (eV/Å): 1.59
ΔE to the lowest compared entry with this formula, charge and spin (kJ/mol): 34.5
Kohn-Sham gap (eV): 8.8
Electronic energy (Eh): -344.48179



No. 2
Entry from OMol25: CH9O4 as an isolated structure in a non-equilibrium geometry (ωB97M-V/def2-TZVPD).

Each line ends with the Mulliken charge.
CARTESIAN COORDINATES (ANGSTROEM)
O (0.9456, 1.1332, 1.3540)  -0.913
O (0.2557, -1.1975, 1.4709)  -0.807
O (0.4307, 0.5155, -1.2691)  -0.512
O (-2.5235, 0.4128, 0.0450)  -0.568
C (0.8847, -0.7693, -1.8025)  -0.671
H (1.6285, -0.5925, -2.4915)  0.341
H (0.7115, -0.1133, 1.6325)  0.399
H (0.2505, 1.5440, 1.5406)  0.155
H (1.4522, -1.3562, -0.9444)  0.203
H (-1.8176, -0.2190, -0.3531)  0.348
H (0.0694, -1.4581, -2.1977)  0.223
H (1.1216, 0.7242, -0.4153)  0.399
H (-2.0241, 0.7539, 0.5446)  0.224
H (0.4319, -1.5789, 0.6931)  0.178

Atomic forces in eV per Å
9.945 -5.619 -2.154
-0.897 2.221 5.515
2.586 -1.170 1.550
-8.744 -9.509 -12.218
-0.869 -0.692 3.792
1.485 0.220 -2.133
-0.668 -0.479 -1.465
-9.203 5.516 2.293
-1.250 0.839 -1.563
-1.916 1.290 0.549
0.754 1.198 0.445
-3.176 -0.263 -1.892
10.767 8.264 11.726
1.184 -1.814 -4.445

Results
HOMO (hartree): -0.160
Net charge: -1
F_max (eV/Å): 17.94
ΔE to the lowest compared entry with this formula, charge and spin (kJ/mol): 366.5
Kohn-Sham gap (eV): 8.3
Electronic energy (Eh): -344.35536



No. 3
Entry from OMol25: CHAgFLi2O as an isolated structure in a non-equilibrium geometry (ωB97M-V/def2-TZVPD).

Each line ends with the Mulliken charge.
CARTESIAN COORDINATES (ANGSTROEM)
Ag (-0.9447, 2.5060, -0.5674)  -0.021
F (0.2596, 0.2089, 1.9963)  -0.873
O (-0.7296, -0.1556, -0.8836)  -0.536
C (0.4251, -0.6612, -1.0553)  -0.276
Li (1.4190, -0.8761, 1.2650)  0.807
Li (-1.3027, -0.7909, 1.2432)  0.836
H (0.8734, -0.2311, -1.9981)  0.063

Atomic forces in eV per Å
-0.006 -0.124 -0.003
-0.577 -1.405 -0.211
0.650 -0.903 0.494
-0.824 0.855 1.073
-0.385 0.660 -0.637
1.126 1.267 -0.697
0.015 -0.350 -0.019

Results
HOMO (spin up / spin down) (hartree): -0.212 / -0.259
Net charge: 0
F_max (eV/Å): 1.83
Expectation value of S²: 0.751
2S+1: 2
Kohn-Sham gap (spin up / spin down) (eV): 5.0 / 6.2
Electronic energy (Eh): -375.80093



No. 4
Entry from OMol25: CHAgLiO2 as an isolated structure in a non-equilibrium geometry (ωB97M-V/def2-TZVPD).

Each line ends with the Mulliken charge.
CARTESIAN COORDINATES (ANGSTROEM)
Ag (1.7327, 0.0349, -0.5018)  0.187
O (-0.1021, 1.4781, 0.2181)  -0.364
O (1.4936, -2.0716, 0.4868)  -1.002
C (-1.1217, 0.8888, 0.2596)  0.114
Li (0.1779, -1.2649, -0.5086)  0.749
H (-2.1804, 0.9347, 0.0459)  0.316

Atomic forces in eV per Å
2.721 -0.470 0.949
-1.530 1.047 0.011
-0.725 2.740 -1.877
1.559 -1.729 0.102
-1.410 -2.816 0.887
-0.614 1.229 -0.072

Results
HOMO (spin up / spin down) (hartree): -0.269 / -0.266
Net charge: 0
F_max (eV/Å): 3.40
Expectation value of S²: 0.754
ΔE to the lowest compared entry with this formula, charge and spin (kJ/mol): 378.6
2S+1: 2
Kohn-Sham gap (spin up / spin down) (eV): 6.3 / 6.0
Electronic energy (Eh): -343.44113



No. 5
Entry from OMol25: CHBeLiO as an isolated structure in a non-equilibrium geometry (ωB97M-V/def2-TZVPD).

Each line ends with the Mulliken charge.
CARTESIAN COORDINATES (ANGSTROEM)
O (-1.0974, -0.1867, -0.9247)  -0.120
C (-0.5960, 0.2667, -1.8465)  0.115
Be (1.3510, 1.1110, 0.8716)  -0.416
Li (-0.6688, -0.8277, 1.0475)  0.815
H (1.0113, -0.3633, 0.8521)  -0.395

Atomic forces in eV per Å
0.470 0.245 -0.907
-0.549 -0.322 0.943
-0.113 0.275 -0.002
0.530 0.458 -0.209
-0.338 -0.656 0.176

Results
HOMO (hartree): -0.187
Net charge: 0
F_max (eV/Å): 1.14
ΔE to the lowest compared entry with this formula, charge and spin (kJ/mol): 0.0
Kohn-Sham gap (eV): 4.1
Electronic energy (Eh): -136.07813



No. 6
Entry from OMol25: a 2-piece molecular cluster, CHBr2F overall in a non-equilibrium geometry (ωB97M-V/def2-TZVPD).

Each line ends with the Mulliken charge.
CARTESIAN COORDINATES (ANGSTROEM)
Br (-2.2169, 0.4303, -1.0559)  -0.327
Br (0.2766, -1.2776, 1.4647)  0.070
F (1.0961, 1.0520, 0.4300)  -0.086
C (0.5798, -0.0692, 0.1043)  -0.138
H (0.2644, -0.1357, -0.9431)  0.480

Atomic forces in eV per Å
0.885 -0.114 0.432
0.158 0.342 -0.638
0.437 0.621 0.420
-1.687 -0.239 -0.495
0.208 -0.609 0.280

Results
HOMO (spin up / spin down) (hartree): -0.325 / -0.358
Net charge: 0
F_max (eV/Å): 1.77
ΔE to the lowest compared entry with this formula, charge and spin (kJ/mol): 67.1
Kohn-Sham gap (spin up / spin down) (eV): 5.9 / 8.2
Electronic energy (Eh): -5286.49234



- Which of these has the lowest F_max?
  CHBeLiO



Repeat the fifth record exactly.
Entry from OMol25: CHBeLiO as an isolated structure in a non-equilibrium geometry (ωB97M-V/def2-TZVPD).

Each line ends with the Mulliken charge.
CARTESIAN COORDINATES (ANGSTROEM)
O (-1.0974, -0.1867, -0.9247)  -0.120
C (-0.5960, 0.2667, -1.8465)  0.115
Be (1.3510, 1.1110, 0.8716)  -0.416
Li (-0.6688, -0.8277, 1.0475)  0.815
H (1.0113, -0.3633, 0.8521)  -0.395

Atomic forces in eV per Å
0.470 0.245 -0.907
-0.549 -0.322 0.943
-0.113 0.275 -0.002
0.530 0.458 -0.209
-0.338 -0.656 0.176

Results
HOMO (hartree): -0.187
Net charge: 0
F_max (eV/Å): 1.14
ΔE to the lowest compared entry with this formula, charge and spin (kJ/mol): 0.0
Kohn-Sham gap (eV): 4.1
Electronic energy (Eh): -136.07813



- Among the records above, which one has the highest F_max?
  number 2



- Number 4 is which compound?
  CHAgLiO2